The following is a quantum chemistry calculation of C35H57N6O3OsS2Si as an isolated structure in a non-equilibrium geometry, from the OMol25 dataset.

Positions of all 105 atoms, in Å:
Os1 -0.270 0.680 0.125
O1 0.298 1.383 1.888
S1 0.496 0.569 3.251
C1 -1.166 0.288 3.995
C2 -1.269 -1.049 4.656
C3 -1.463 -2.226 3.720
C4 -2.693 -2.146 2.889
S2 -2.345 -1.796 1.121
O2 -1.022 -1.066 1.169
C5 -1.817 -3.282 0.334
C6 -2.771 -3.684 -0.623
C7 -2.533 -4.858 -1.297
C8 -1.385 -5.565 -1.130
C9 -0.402 -5.053 -0.222
C10 -0.616 -3.950 0.560
C11 1.261 1.620 4.406
C12 2.514 1.235 4.832
C13 3.191 2.045 5.722
C14 2.624 3.235 6.218
C15 1.444 3.672 5.675
C16 0.705 2.836 4.775
H1 -1.746 0.302 3.098
H2 -1.323 1.088 4.684
H3 -2.196 -0.969 5.210
H4 -0.452 -1.164 5.373
H5 -1.540 -3.112 4.374
H6 -0.537 -2.364 3.114
H7 -3.460 -1.382 3.167
H8 -3.313 -3.063 2.802
H9 -3.663 -3.123 -0.705
H10 -3.312 -5.343 -1.909
H11 -1.291 -6.479 -1.545
H12 0.536 -5.633 -0.128
H13 0.200 -3.596 1.158
H14 3.017 0.312 4.460
H15 4.163 1.643 6.052
H16 3.090 3.832 6.976
H17 0.996 4.621 5.963
H18 -0.291 3.122 4.488
N1 -0.823 -0.040 -1.590
C17 -0.845 -0.521 -2.669
N2 -0.805 -1.100 -3.818
C18 -0.547 -2.590 -3.835
C19 -1.269 -3.229 -5.060
O3 -0.840 -2.614 -6.239
C20 -1.107 -1.222 -6.234
C21 -0.487 -0.474 -5.093
H19 -0.886 -2.949 -2.865
H20 0.563 -2.738 -3.966
H21 -2.325 -3.253 -4.765
H22 -0.913 -4.353 -4.934
H23 -2.188 -1.027 -6.228
H24 -0.665 -0.923 -7.212
H25 -0.754 0.611 -5.118
H26 0.570 -0.432 -5.141
C22 5.065 -3.760 -0.724
C23 5.527 -2.574 0.169
C24 4.916 -2.768 1.580
C25 5.328 -1.243 -0.536
N3 3.905 -1.008 -0.725
C26 2.998 -0.652 0.201
N4 1.835 -0.595 -0.386
N5 2.038 -0.860 -1.724
N6 3.249 -1.148 -1.884
H27 4.987 -4.630 -0.094
H28 5.818 -3.980 -1.467
H29 4.086 -3.562 -1.184
H30 6.611 -2.584 0.266
H31 3.849 -2.991 1.581
H32 4.946 -1.913 2.282
H33 5.471 -3.526 2.060
H34 5.843 -1.226 -1.524
H35 5.665 -0.367 0.108
H36 3.174 -0.449 1.224
C27 -0.114 4.173 0.470
Si1 -1.075 3.033 -0.569
C28 -0.719 3.388 -2.440
C29 -1.900 2.898 -3.292
C30 0.624 2.677 -2.757
C31 -0.589 4.946 -2.683
C32 -2.930 2.948 0.024
C33 -3.785 1.717 -0.517
C34 -2.856 2.821 1.555
C35 -3.528 4.372 -0.359
H37 -0.567 5.199 0.423
H38 0.922 4.363 0.163
H39 -0.055 3.743 1.432
H40 -2.125 1.809 -3.281
H41 -1.697 3.153 -4.335
H42 -2.754 3.519 -3.009
H43 0.493 1.640 -2.968
H44 1.452 2.767 -2.032
H45 0.988 3.026 -3.723
H46 -1.514 5.384 -2.486
H47 -0.314 5.138 -3.727
H48 0.158 5.344 -1.904
H49 -3.521 0.790 -0.045
H50 -4.041 1.750 -1.582
H51 -4.802 1.974 -0.048
H52 -2.105 2.140 1.850
H53 -3.783 2.475 2.047
H54 -2.591 3.801 1.886
H55 -3.730 4.397 -1.421
H56 -2.762 5.134 -0.064
H57 -4.426 4.591 0.239

Computed properties:
total energy: -3097.520587 hartree
charge: +3
energy relative to the best compared isomer or geometry (same formula, charge and spin): 187.0 kJ/mol
LUMO (spin up / spin down): -7.88 / -10.16 eV
multiplicity: 5
Kohn-Sham gap (spin up / spin down): 8.57 / 6.28 eV
F_max: 4.5 eV Å⁻¹

The following is a quantum chemistry calculation of a 3-piece molecular cluster, C35H58BBrF9N7O9P2S overall in a non-equilibrium geometry, from the OMol25 dataset.

Positions of all 123 atoms, in Å:
C1 5.791 -0.563 -0.277
C2 4.732 -0.692 -1.530
O1 4.035 -1.841 -1.642
O2 4.521 0.373 -2.562
C3 3.320 1.111 -2.138
C4 3.570 2.730 -2.243
C5 2.255 3.607 -2.681
C6 0.873 3.232 -1.883
C7 0.553 4.241 -0.593
C8 -0.636 3.461 0.271
C9 -0.100 2.139 1.145
C10 1.479 1.659 1.194
C11 -1.167 1.207 2.031
Br1 -0.441 -0.390 3.003
C12 -2.766 1.672 2.023
C13 -3.287 3.022 1.184
C14 -2.233 3.944 0.270
B1 -2.731 5.246 -0.602
N1 -2.354 6.711 -0.299
O3 -3.645 4.968 -1.759
C15 -4.906 3.336 1.310
O4 -5.466 4.547 1.358
C16 -5.876 1.979 1.437
C17 -7.365 2.126 0.720
C18 -5.421 0.728 2.167
S1 -6.521 -0.803 2.310
O5 -8.035 -0.428 2.559
O6 -6.076 -1.500 3.656
C19 -6.267 -2.076 0.967
F1 -4.870 -2.625 1.139
F2 -7.175 -3.222 1.278
C20 -6.363 -1.527 -0.569
F3 -5.647 -2.550 -1.420
F4 -5.677 -0.241 -0.833
C21 -7.874 -1.411 -1.189
F5 -8.934 -1.060 -0.218
F6 -7.829 -0.271 -2.179
C22 -8.388 -2.717 -2.033
F7 -8.191 -4.022 -1.361
F8 -7.867 -2.800 -3.428
F9 -9.883 -2.553 -2.178
C23 -3.904 0.783 2.868
O7 -3.592 0.211 4.033
H1 5.462 -1.268 0.610
H2 5.820 0.533 0.183
H3 6.896 -0.855 -0.552
H4 3.144 0.854 -1.002
H5 2.356 0.782 -2.741
H6 4.379 2.884 -3.107
H7 4.082 3.149 -1.262
H8 2.487 4.749 -2.432
H9 2.012 3.569 -3.841
H10 -0.024 3.403 -2.639
H11 0.791 2.119 -1.526
H12 1.547 4.335 0.058
H13 0.261 5.326 -0.917
H14 1.596 0.484 1.071
H15 2.179 2.224 0.447
H16 1.863 1.908 2.296
H17 -1.923 7.089 -1.186
H18 -3.283 7.217 -0.221
H19 -4.544 4.646 -1.397
H20 -7.561 1.346 -0.130
H21 -7.501 3.195 0.243
H22 -8.243 1.995 1.504
C24 4.782 -2.215 5.081
N2 5.912 -1.806 4.280
C25 6.140 -2.783 3.213
P1 7.234 -0.813 4.612
O8 6.862 0.129 3.441
N3 6.947 0.424 5.784
C26 5.647 0.665 6.400
C27 7.457 1.751 5.379
N4 7.662 -1.897 5.958
C28 7.073 -2.031 7.281
C29 9.125 -1.863 6.127
H23 4.980 -3.151 5.613
H24 3.900 -2.382 4.450
H25 4.457 -1.466 5.797
H26 6.707 -3.639 3.590
H27 6.700 -2.331 2.390
H28 5.197 -3.149 2.780
H29 4.864 0.827 5.646
H30 5.670 1.548 7.052
H31 5.349 -0.136 7.075
H32 6.765 2.267 4.701
H33 8.423 1.661 4.874
H34 7.616 2.393 6.251
H35 7.329 -1.201 7.943
H36 7.442 -2.952 7.756
H37 5.992 -2.149 7.275
H38 9.442 -0.925 6.600
H39 9.623 -1.935 5.155
H40 9.485 -2.701 6.732
C30 -4.015 -1.199 -6.294
N5 -2.638 -1.541 -6.561
C31 -2.494 -1.957 -7.957
P2 -1.379 -2.033 -5.553
O9 -0.510 -0.830 -5.996
N6 -1.470 -1.451 -3.927
C32 -2.504 -0.539 -3.454
C33 -0.189 -0.912 -3.421
N7 -2.377 -3.416 -5.043
C34 -3.506 -3.475 -4.128
C35 -1.476 -4.531 -4.704
H41 -4.674 -2.070 -6.382
H42 -4.374 -0.449 -7.009
H43 -4.174 -0.738 -5.323
H44 -2.786 -3.004 -8.079
H45 -1.459 -1.846 -8.288
H46 -3.104 -1.342 -8.636
H47 -2.552 0.373 -4.066
H48 -2.325 -0.235 -2.414
H49 -3.486 -1.006 -3.412
H50 -0.018 0.119 -3.755
H51 0.653 -1.523 -3.759
H52 -0.166 -0.921 -2.327
H53 -3.208 -3.377 -3.082
H54 -4.015 -4.445 -4.233
H55 -4.284 -2.743 -4.337
H56 -0.982 -4.356 -3.740
H57 -0.698 -4.638 -5.466
H58 -2.009 -5.487 -4.657

Computed properties:
total energy: -7006.290916 hartree
charge: 0
LUMO: -2.62 eV
structure (SMILES): CC(=O)OCCCCCc1c(C)c(Br)c2c(c1B(N)O)C(=O)C(C)=C(S(=O)(=O)C(F)(F)C(F)(F)C(F)(F)C(F)(F)F)C2=O.CN(C)P(=O)(N(C)C)N(C)C.CN(C)P(=O)(N(C)C)N(C)C
Kohn-Sham gap: 5.15 eV
F_max: 10.4 eV Å⁻¹